This record from the OMol25 dataset describes a molecular structure, C23H46N2O8SV. The level of theory is the ωB97M-V functional and the def2-TZVPD basis.

Geometry as XYZ:
```
81
Properties=species:S:1:pos:R:3:lowdin_charge:R:1
O 0.51 1.48 -2.20 -0.4542
V 0.71 0.30 -1.03 1.0253
O 2.00 -0.58 -1.41 -0.4111
C 3.84 2.73 1.00 -0.0651
C 3.10 3.70 1.99 -0.4542
C 3.30 5.04 1.32 -0.1928
C 2.29 6.10 1.67 -0.2065
C 0.86 5.57 1.42 -0.1246
C 0.57 4.25 2.32 -0.4584
N 1.63 3.26 1.90 -0.1606
O 1.37 1.88 2.37 -0.2662
C -0.82 3.77 1.84 -0.0610
C 0.59 4.48 3.87 -0.0295
C 3.77 3.72 3.45 -0.0282
H 3.34 2.69 0.03 0.0686
H 3.76 1.68 1.28 0.0619
H 4.90 2.95 0.84 0.0734
H 3.26 4.86 0.25 0.1152
H 4.24 5.42 1.70 0.1169
H 2.51 7.03 1.15 0.1028
H 2.42 6.37 2.72 0.0904
H 0.69 5.45 0.35 0.1067
H 0.13 6.34 1.64 0.0977
H -0.74 3.39 0.82 0.0703
H -1.48 4.60 2.07 0.0751
H -1.11 2.86 2.38 0.0678
H -0.40 4.53 4.32 0.0654
H 1.00 5.47 4.12 0.0563
H 1.20 3.77 4.42 0.0672
H 3.51 2.87 4.08 0.0669
H 3.46 4.63 3.96 0.0562
H 4.86 3.69 3.34 0.0640
C -3.63 -4.34 0.08 -0.0511
C -2.14 -4.26 -0.15 -0.4908
C -1.58 -5.70 -0.34 -0.1649
C -1.70 -6.31 -1.71 -0.1853
C -1.17 -5.31 -2.73 -0.1618
C -1.80 -3.88 -2.71 -0.4533
N -1.70 -3.41 -1.30 -0.1460
O -2.25 -2.11 -1.19 -0.2179
C -3.22 -3.99 -3.37 -0.0482
C -0.90 -2.99 -3.73 -0.0221
C -1.53 -3.65 1.16 -0.0454
H -3.83 -5.09 0.84 0.0827
H -4.12 -4.64 -0.85 0.0550
H -4.14 -3.38 0.21 0.0827
H -2.04 -6.37 0.38 0.1078
H -0.58 -5.70 0.10 0.1069
H -2.75 -6.55 -1.87 0.1041
H -1.12 -7.24 -1.74 0.1080
H -1.22 -5.65 -3.76 0.1113
H -0.12 -5.15 -2.49 0.1059
H -3.84 -4.69 -2.80 0.0480
H -3.22 -4.16 -4.45 0.0701
H -3.83 -3.10 -3.24 0.0731
H -0.98 -1.95 -3.40 0.0510
H -1.25 -3.11 -4.75 0.0648
H 0.17 -3.19 -3.61 0.0655
H -0.51 -3.35 0.92 0.0698
H -1.59 -4.42 1.93 0.0733
H -1.86 -2.78 1.72 0.0736
C 4.75 -5.94 0.82 -0.1847
C 3.72 -4.89 1.15 -0.0939
O 3.16 -5.39 2.36 0.0985
C 3.73 -6.51 2.68 -0.5779
O 3.42 -7.13 3.69 0.1175
O 4.42 -6.95 1.64 0.0990
H 5.75 -5.60 1.07 0.1304
H 4.86 -6.06 -0.26 0.1387
H 2.93 -4.67 0.44 0.1365
H 4.23 -3.94 1.35 0.1337
C -3.37 7.17 -2.93 -0.2439
S -4.80 6.16 -2.25 0.8163
O -6.14 6.57 -2.84 -0.5884
C -4.47 4.57 -3.14 -0.2561
H -3.60 7.25 -3.99 0.0496
H -2.48 6.66 -2.56 0.0500
H -3.59 8.09 -2.39 0.0317
H -4.72 4.68 -4.19 0.0495
H -5.16 3.89 -2.63 0.0408
H -3.45 4.20 -3.16 0.0501
```

Calculated values
* relative energy (zero: lowest compared OMol25 entry of this formula, charge and spin): 9.229 eV
* multiplicity: 1
* maximum force: 5.000 eV/A
* E_HOMO: -3.70 eV
* total charge: -1

***

This record from the OMol25 dataset describes 16 unconnected molecules or ions with the total composition H33O16. The level of theory is the ωB97M-V functional and the def2-TZVPD basis.

Geometry as XYZ:
```
49
Properties=species:S:1:pos:R:3:lowdin_charge:R:1
O 2.25 -0.69 5.08 -0.0585
H 3.13 -0.49 4.76 0.0044
H 2.40 -1.21 5.87 0.0281
O 1.89 -2.62 -1.97 -0.0455
H 2.82 -1.40 -0.86 0.0150
H -1.99 -2.81 0.58 0.0106
O 2.96 -0.52 -0.45 -0.0579
H 1.07 0.40 -1.21 0.1330
H 5.10 -1.68 2.57 0.0396
O -0.34 2.63 -1.01 -0.0540
H -0.48 2.94 -0.11 0.0238
H 2.61 1.59 2.25 0.0163
O 1.48 1.05 -1.80 0.1912
H 2.54 -2.58 -2.68 0.0627
H 1.85 1.64 -1.03 0.1208
O 1.95 3.05 0.00 -0.0051
H 1.06 3.10 0.33 0.0269
H 4.25 -2.85 2.92 0.0452
O -3.27 0.83 -1.25 -0.0178
H -3.56 0.81 -0.34 0.0185
H -3.69 1.38 -1.87 0.0087
O 1.54 -4.34 0.38 -0.0488
H -1.27 2.67 -1.24 0.0430
H 1.75 -5.11 0.92 0.0499
O 4.27 -1.89 3.00 -0.0459
H 0.64 1.62 -1.95 0.1411
O -1.35 -3.45 0.32 -0.0218
H -3.44 4.66 -1.36 0.0589
H -1.62 -3.74 -0.56 0.0450
O -3.32 3.74 -1.59 -0.0350
H -4.14 3.25 -1.61 0.0319
H -3.81 -1.87 -0.70 -0.0151
O -0.98 2.29 1.67 -0.0305
H 3.23 -0.80 0.43 0.0445
H -3.00 -1.85 -1.99 0.0339
O 2.94 2.35 2.74 -0.0497
H 3.09 3.02 2.07 0.0157
H -1.78 2.63 2.08 0.0675
O -3.81 -2.19 -1.60 -0.0295
H -0.38 2.15 2.42 0.0713
H 2.12 3.73 -0.66 0.0974
O -1.31 0.23 -4.39 -0.0456
H -1.94 -0.43 -4.70 0.0427
H -1.75 0.76 -3.72 0.0059
O -4.59 -0.57 0.77 -0.0396
H -4.64 -0.55 -0.19 0.0116
H 1.62 -3.43 -1.55 0.0178
H 0.84 -3.81 0.76 0.0151
H -4.91 0.07 1.39 0.0624
```

Calculated values
* relative energy (zero: lowest compared OMol25 entry of this formula, charge and spin): 4.150 eV
* multiplicity: 1
* maximum force: 2.782 eV/A
* E_HOMO: -13.01 eV
* total charge: +1

***

What is the maximum force in the first record?
5.000 eV/A

***

The lowest relative energy (zero: lowest compared OMol25 entry of this formula, charge and spin) belongs to which entry?
H33O16

***

Which of these has the highest E_HOMO?
C23H46N2O8SV